Molecular formula: C44H50BInN2O4S2
Method: DFT, ωB97M-V with the def2-TZVPD basis set

Summary:
frontier orbital gap = 0.2961 Eh
total charge = +2
HOMO energy = -0.482 hartree
LUMO energy = -5.07 eV
spin multiplicity = 1

Last column: Mulliken charge in e.
CARTESIAN COORDINATES (ANGSTROEM)
In1 -0.6207 -1.6168 -0.8193  1.65
C1 -2.5241 -0.3159 7.5020  -1.54
C2 -2.0039 -0.1749 6.1023  1.00
C3 -1.7855 -1.3040 5.3120  -0.87
C4 -1.3243 -1.1980 4.0117  -0.23
C5 -1.0838 0.0695 3.5011  -0.05
C6 -1.3127 1.2164 4.2504  -0.88
C7 -1.7599 1.0831 5.5542  -0.85
S1 -0.4845 0.3271 1.8694  2.08
O1 -0.7152 -1.0241 1.1626  -0.59
C8 1.2704 0.4240 2.0787  0.76
C9 1.9425 -0.3891 3.0187  -1.37
C10 3.2939 -0.2901 3.1348  -1.41
C11 4.0253 0.6462 2.3625  1.30
C12 5.4252 0.7919 2.5229  -1.09
C13 6.1091 1.7412 1.8224  -0.74
C14 5.4269 2.5929 0.9246  -1.08
C15 4.0841 2.4603 0.7289  -0.42
C16 3.3455 1.4740 1.4370  0.35
C17 1.9366 1.3116 1.2703  0.05
C18 1.2499 2.2146 0.2961  -0.63
C19 0.8022 3.4860 0.7846  0.85
C20 0.8691 3.8156 2.1635  -1.02
C21 0.4195 5.0251 2.6108  -1.01
C22 -0.1106 5.9750 1.7109  -0.71
C23 -0.1640 5.6963 0.3771  -1.11
C24 0.2943 4.4515 -0.1163  1.11
C25 0.2611 4.1606 -1.5021  -1.39
C26 0.6613 2.9453 -1.9616  -0.72
C27 1.1552 1.9678 -1.0556  1.77
S2 1.4644 0.4316 -1.9214  -0.07
O2 1.3191 -0.7298 -0.8996  -0.52
C28 3.1326 0.4522 -2.4444  0.49
C29 4.1928 0.1982 -1.5775  -0.47
C30 5.4755 0.2157 -2.0843  -0.98
C31 5.7206 0.4876 -3.4339  0.91
C32 7.1219 0.4791 -3.9658  -1.53
C33 4.6402 0.7264 -4.2779  -0.97
C34 3.3416 0.6930 -3.7977  -0.33
H1 -2.0705 -1.1682 8.0056  0.40
H2 -3.6033 -0.4786 7.4883  0.30
H3 -2.3292 0.5776 8.0910  0.38
H4 -1.9801 -2.2853 5.7259  0.43
H5 -1.1630 -2.0768 3.4028  0.52
H6 -1.1438 2.1989 3.8251  0.44
H7 -1.9345 1.9688 6.1511  0.39
H8 1.3849 -1.0783 3.6352  0.64
H9 3.8253 -0.9114 3.8436  0.44
H10 5.9383 0.1489 3.2263  0.50
H11 7.1753 1.8555 1.9612  0.46
H12 5.9761 3.3563 0.3908  0.49
H13 3.5775 3.1152 0.0322  0.45
H14 1.2988 3.1119 2.8637  0.77
H15 0.4833 5.2664 3.6632  0.49
H16 -0.4568 6.9291 2.0830  0.44
H17 -0.5500 6.4244 -0.3245  0.48
H18 -0.1022 4.9124 -2.1910  0.43
H19 0.6121 2.7174 -3.0200  0.49
H20 4.0141 -0.0368 -0.5404  0.77
H21 6.3089 0.0129 -1.4235  0.45
H22 7.8243 0.8660 -3.2293  0.39
H23 7.2059 1.0725 -4.8740  0.39
H24 7.4271 -0.5413 -4.2056  0.32
H25 4.8150 0.9232 -5.3271  0.42
H26 2.5058 0.8561 -4.4657  0.50
C35 -2.5723 -5.1391 -4.4659  -1.74
C36 -1.9400 -5.1824 -3.0894  1.52
C37 -0.8859 -6.2725 -3.0207  -1.96
O3 -1.2154 -3.9049 -2.9006  -0.45
B1 -1.5109 -3.4788 -1.6600  0.43
O4 -2.4381 -4.1690 -0.9725  -0.56
C38 -2.9672 -5.1993 -1.8946  1.54
C39 -4.3664 -4.7427 -2.2686  -1.94
C40 -3.0202 -6.5036 -1.1249  -1.74
H27 -1.7894 -5.0902 -5.2207  0.46
H28 -3.2248 -4.2784 -4.5904  0.34
H29 -3.1535 -6.0436 -4.6455  0.37
H30 -0.1511 -6.1029 -3.8059  0.48
H31 -1.3303 -7.2544 -3.1767  0.40
H32 -0.3673 -6.2765 -2.0628  0.35
H33 -4.3568 -3.7624 -2.7456  0.31
H34 -4.9727 -4.6811 -1.3660  0.50
H35 -4.8403 -5.4489 -2.9486  0.39
H36 -2.0489 -6.7809 -0.7231  0.35
H37 -3.3728 -7.3097 -1.7691  0.37
H38 -3.7206 -6.4054 -0.2970  0.45
C41 -4.3964 1.4305 -2.1786  -1.80
C42 -3.8355 1.4699 -0.7564  1.37
C43 -4.9539 1.2760 0.2601  -1.78
C44 -3.0963 2.7789 -0.4964  -1.53
N1 -2.8942 0.3511 -0.4915  -0.01
N2 -1.8046 0.2578 -1.4298  0.04
H39 -5.2052 2.1524 -2.2822  0.46
H40 -4.8071 0.4461 -2.4156  0.36
H41 -3.6527 1.6961 -2.9343  0.40
H42 -5.6764 2.0865 0.1805  0.43
H43 -4.5575 1.2644 1.2751  0.34
H44 -5.4878 0.3393 0.0862  0.44
H45 -3.7924 3.6154 -0.5400  0.62
H46 -2.3247 2.9696 -1.2463  0.26
H47 -2.6297 2.7697 0.4904  0.27
H48 -3.4037 -0.5285 -0.5371  0.32
H49 -1.2353 1.0909 -1.2772  -0.23
H50 -2.1325 0.3065 -2.3981  0.28